Record 1
This record from OMol25 describes one molecule with the formula C14H19O4P in a non-equilibrium geometry. The level of theory is ωB97M-V with the def2-TZVPD basis set.

Structure (SMILES)   CCO[P@@](C)(=O)C1(C(=O)OCc2ccccc2)CC1
Orbital gap   10.3 eV
E_HOMO   -0.3492 Eh
2S+1   1
LUMO level   0.0299 hartree
Calculated total energy   -1187.242038 Eh

```
38
Properties=species:S:1:pos:R:3:lowdin_charge:R:1
P -0.91854 1.65844 -1.80017 0.61
O -0.23466 0.40945 -2.54431 -0.24
O -2.38166 1.65618 -1.77806 -0.27
O -1.14894 -0.41873 0.00904 0.10
O -0.19969 0.43442 1.85923 0.03
C -0.16735 3.04827 -2.73193 -0.12
C -1.04196 -0.68934 -2.95589 -0.29
C 2.61855 -2.65894 3.49504 -0.08
C 1.18105 2.33327 0.16005 -0.07
C -1.43927 -0.53918 -4.41434 -0.07
C 0.60914 -1.73661 2.54879 -0.20
C -0.52810 -0.75144 2.59998 -0.10
C 0.74470 -2.58591 1.45698 -0.03
C -0.15567 1.70033 -0.12665 -0.34
C 2.74750 -3.50503 2.40677 -0.09
C 1.55580 -1.77516 3.56399 -0.04
C -0.55328 0.46524 0.57462 -0.46
C -0.05725 3.00012 0.63067 -0.07
C 1.81067 -3.46538 1.38775 -0.08
H -0.40193 3.89133 0.12724 0.10
H -2.06156 0.34528 -4.52910 0.07
H 1.90890 -4.12312 0.53684 0.10
H 0.01414 -2.54971 0.66251 0.11
H 1.45763 -1.11277 4.41207 0.11
H 3.34775 -2.68598 4.29143 0.10
H -1.93101 -0.74156 -2.32288 0.10
H -0.71128 -0.41033 3.62115 0.13
H -0.43510 -1.58570 -2.80104 0.12
H -0.29057 2.96913 1.68435 0.11
H 3.57743 -4.19413 2.35306 0.10
H 0.88354 2.86762 -2.92964 0.05
H 1.80289 1.83550 0.88973 0.11
H -0.30072 3.98812 -2.20604 0.05
H 1.72248 2.75592 -0.67206 0.10
H -1.43813 -1.18609 2.17404 0.13
H -2.00059 -1.41235 -4.73539 0.08
H -0.55543 -0.43296 -5.03928 0.07
H -0.70692 3.09918 -3.67476 0.05
```

Record 2
This record from OMol25 describes C28H29MoN7S2Se2Te as an isolated structure in a non-equilibrium geometry. The level of theory is ωB97M-V with the def2-TZVPD basis set.

Orbital gap (spin up / spin down)   5.6 / 5.5 eV
E_HOMO (spin up / spin down)   -0.2285 / -0.2254 Eh
2S+1   1
LUMO level (spin up / spin down)   -0.0235 / -0.0238 hartree
Calculated total energy   -7403.176246 Eh

```
70
Properties=species:S:1:pos:R:3:lowdin_charge:R:1
Te 1.03541 -1.05152 1.86640 1.00
Mo -0.80661 0.40735 0.34070 0.91
Se 0.27926 -3.33261 1.57274 -0.11
Se -2.68677 -0.86098 -1.32796 0.69
S -2.97271 4.74137 0.14410 0.83
S -2.88303 1.83187 0.63712 0.58
N -1.97282 -0.60680 1.99555 -0.14
N -0.35068 2.04109 -0.71194 -0.26
N -0.22448 1.54996 1.99541 -0.19
N -0.96378 3.21982 -0.58516 -0.08
N -2.18630 -3.64311 -1.84692 -0.12
N -1.63226 -2.37784 -3.52627 -0.12
N 0.50681 -0.22287 -1.15550 -0.15
C -1.67459 -4.45467 -2.81705 -0.03
C 4.77251 -2.18417 -0.11883 -0.09
C 2.27033 0.47376 -2.68633 -0.04
C -1.33459 -3.66697 -3.86557 -0.04
C 5.30714 -0.95914 -0.48175 -0.10
C -1.81739 5.80968 -0.75703 -0.40
C -0.94518 1.31002 3.13402 -0.25
C 2.50279 -0.81692 -3.04682 -0.08
C -2.65669 -4.08099 -0.56425 -0.06
C 3.53267 -2.24759 0.48924 -0.15
C 0.73689 2.03932 -1.49687 -0.12
C 3.36308 0.14683 0.36551 -0.16
C -2.38040 0.72317 5.46749 -0.06
C 2.83039 -1.07905 0.73517 -0.54
C 0.73575 -1.48063 -1.57341 -0.23
C 0.11883 3.19501 4.25045 0.01
C 1.21382 0.77974 -1.78735 -0.30
C -1.53811 1.81437 5.44196 -0.02
C -2.51325 -0.08804 4.35084 0.00
C -0.79471 2.12411 4.29288 -0.14
C -2.13837 -2.36593 -2.27372 -0.67
C -1.81074 0.20462 3.18344 -0.30
C -2.11204 3.23104 -0.00033 -1.11
C 1.66249 -1.82284 -2.52021 -0.08
C 0.68111 2.54772 2.01926 -0.12
C 0.86750 3.38435 3.09999 -0.03
C -1.42655 -1.24389 -4.37933 -0.03
C 4.59972 0.20771 -0.24592 -0.10
H -1.86305 -1.43517 -5.36005 0.10
H 3.10592 -3.19846 0.77770 0.05
H 1.27241 2.67282 1.11983 0.10
H -1.90765 -0.37454 -3.93365 0.06
H 5.01500 1.16101 -0.53960 0.10
H -1.58483 -5.51150 -2.67579 0.13
H 1.59672 4.17821 3.04871 0.11
H 6.28690 -0.91240 -0.93670 0.10
H -3.16949 -0.94635 4.36883 0.12
H -1.80791 -4.25512 0.10905 0.00
H -2.94589 -0.53746 1.67166 0.05
H 5.32902 -3.08986 -0.30807 0.10
H -2.93947 0.50172 6.36321 0.11
H -2.23403 6.81047 -0.76518 0.03
H 0.22816 3.83111 5.11624 0.12
H -1.42250 2.45120 6.30552 0.11
H 0.15818 -2.26278 -1.09079 0.04
H -1.70791 5.42877 -1.76726 0.03
H 3.31838 -1.07103 -3.70740 0.10
H 1.76729 -2.85389 -2.81919 0.10
H -3.29791 -3.30677 -0.14152 0.05
H 2.87016 1.28600 -3.06234 0.11
H -1.83359 -1.60485 2.21529 0.02
H -0.91023 -3.90961 -4.81536 0.12
H -3.22441 -5.00331 -0.67402 0.10
H 2.81581 1.06131 0.55653 0.08
H -0.86166 5.78380 -0.24570 0.03
H -0.35912 -1.04142 -4.48959 0.09
H 1.11126 2.95171 -1.93412 0.12
```

Record 3
This record from OMol25 describes an isolated ion of composition C17H28NO4 and charge +1. The level of theory is ωB97M-V with the def2-TZVPD basis set.

Structure (SMILES)   CCCCCc1ccc[n+](OC[C@H](C)O)c1CCCC(=O)O
Orbital gap   9.3 eV
E_HOMO   -0.4943 Eh
2S+1   1
LUMO level   -0.1528 hartree
Calculated total energy   -1020.000980 Eh
Total charge   +1

```
50
Properties=species:S:1:pos:R:3:lowdin_charge:R:1
O -1.21268 1.32612 1.11360 -0.04
O -4.39449 1.18783 0.84117 0.13
O -3.66767 -0.59688 2.00187 0.10
O -0.52055 4.79515 0.66625 -0.02
N -0.59510 0.10526 1.16996 -0.01
C 0.46468 -1.48039 2.51365 0.01
C -2.50870 0.30503 -1.26079 -0.13
C -0.26677 2.40105 0.84540 -0.07
C 4.14550 -0.91114 0.78284 -0.09
C -0.46774 -0.62097 0.04011 -0.09
C 0.18076 -1.84813 0.14222 -0.12
C -3.40952 -0.59586 -0.40064 -0.07
C 3.48701 -0.89226 -0.61274 -0.24
C -0.78671 3.60212 -1.34568 -0.02
C -0.16599 -0.28260 2.37707 0.02
C 1.62227 -2.15943 -1.87020 -0.16
C -3.86936 0.10813 0.85329 -0.52
C 2.94983 -2.25390 -1.08092 -0.19
C -1.00697 -0.06612 -1.24045 -0.07
C -0.99844 3.55050 0.16446 -0.38
C 0.63974 -2.26778 1.38568 0.05
C 0.43063 -2.71070 -1.06409 -0.13
H 0.61862 -3.73360 -0.74541 0.13
H 4.04113 -1.87254 1.28240 0.06
H 0.13078 2.73147 1.80805 0.13
H 2.68897 -0.14561 -0.61671 0.08
H -4.32627 -0.78594 -0.96012 0.14
H -1.56840 3.06758 -1.88222 0.08
H -0.42323 0.82515 -1.48648 0.12
H -3.47934 0.03539 2.70755 0.12
H 0.57874 2.04043 0.26050 0.13
H 1.15108 -3.21626 1.46020 0.14
H -2.97610 -1.57186 -0.19018 0.12
H -2.07143 3.49437 0.37219 0.15
H 3.68605 -2.69541 -1.75002 0.12
H 3.69298 -0.15839 1.42906 0.06
H 5.20133 -0.66052 0.72756 0.07
H -0.81471 -0.76576 -2.04529 0.11
H 0.16270 3.14130 -1.62395 0.08
H -2.83072 0.21512 -2.29553 0.13
H -0.45538 -2.73186 -1.69855 0.12
H 1.68757 -2.64179 -2.84038 0.12
H 1.42505 -1.09543 -2.01086 0.09
H 2.83129 -2.92671 -0.23238 0.09
H -0.33356 0.37501 3.21491 0.16
H -0.76026 4.63609 -1.67269 0.09
H 4.22316 -0.52931 -1.32768 0.11
H -0.28631 4.72806 1.59612 0.09
H -2.67195 1.33988 -0.98145 0.09
H 0.82847 -1.79387 3.47929 0.13
```

Record 4
This record from OMol25 describes one molecule with the formula C5H9NOS in a non-equilibrium geometry. The level of theory is ωB97M-V with the def2-TZVPD basis set.

Structure (SMILES)   C[C@@H]1CON(C=S)C1
Orbital gap   8.8 eV
E_HOMO   -0.3004 Eh
2S+1   1
LUMO level   0.0235 hartree
Calculated total energy   -724.009295 Eh

```
17
Properties=species:S:1:pos:R:3:lowdin_charge:R:1
S 0.00140 -0.65747 3.72261 0.66
O 0.23040 -1.24121 0.81954 -0.11
N 0.58369 0.03799 1.23032 -0.18
C -1.30337 0.13680 -1.31850 -0.06
C 0.20968 0.07875 -1.10960 -0.34
C 0.59020 -1.28360 -0.61621 -0.12
C 0.12981 0.34898 2.48446 -0.71
C 0.69032 0.92912 0.07605 -0.11
H -1.67607 1.16391 -1.44983 0.09
H 0.71773 0.45914 -1.99043 0.14
H -1.78508 -0.36106 -0.49254 0.08
H 0.08141 1.81409 0.24755 0.12
H -0.21092 1.35461 2.56330 0.05
H 1.70588 1.27269 -0.13407 0.12
H -0.06499 -2.08630 -1.02985 0.14
H 1.65500 -1.47916 -0.79377 0.13
H -1.55508 -0.48728 -2.20901 0.09
```

Record 5
This record from OMol25 describes an isolated ion of composition C6H12NO and charge -1 in a non-equilibrium geometry. The level of theory is ωB97M-V with the def2-TZVPD basis set.

Structure (SMILES)   CN/C=C/CCC[O-]
Orbital gap   5.4 eV
E_HOMO   -0.0786 Eh
2S+1   1
LUMO level   0.1180 hartree
Calculated total energy   -365.685820 Eh
Total charge   -1

```
20
Properties=species:S:1:pos:R:3:lowdin_charge:R:1
O 1.93687 -2.57478 -2.70960 -0.33
N -1.17318 2.07901 0.41409 -0.14
C 0.39578 0.45018 0.80259 -0.13
C 1.37029 -2.50807 -1.55297 -0.65
C 1.39572 -1.08807 -0.79888 -0.26
C 1.07647 -0.87177 0.63877 -0.27
C -0.78621 0.69311 0.19517 -0.12
C -2.48574 2.39618 0.90092 -0.19
H -2.52312 3.33290 1.40859 0.05
H -0.39358 2.67662 0.84041 0.13
H -3.21406 2.31888 0.07459 0.07
H 0.71918 -0.46065 -1.53416 0.11
H -1.31596 -0.08082 -0.34374 0.12
H 1.93792 -3.26552 -0.91590 0.07
H 0.16923 -2.78946 -1.51514 0.09
H 0.98225 1.16666 1.32203 0.08
H 2.32555 -0.65104 -1.32186 0.11
H 0.60968 -1.72285 1.08107 0.09
H -3.00597 1.82205 1.74983 0.08
H 1.97887 -0.92256 1.26420 0.10
```

Record 6
This record from OMol25 describes C3HCdFO2 as an isolated structure in a non-equilibrium geometry. The level of theory is ωB97M-V with the def2-TZVPD basis set.

Orbital gap (spin up / spin down)   6.8 / 9.5 eV
E_HOMO (spin up / spin down)   -0.4631 / -0.5636 Eh
2S+1   2
LUMO level (spin up / spin down)   -0.2149 / -0.2136 hartree
Calculated total energy   -532.596614 Eh
Total charge   +1

```
8
Properties=species:S:1:pos:R:3:mulliken_spin:R:1
Cd 3.21689 -0.18073 -0.37519 0.94
F -1.83851 1.30914 -0.72658 0.00
O 0.36734 0.89452 -0.65608 -0.01
O 0.42622 -0.97139 0.58001 -0.01
C -0.87262 0.56037 -0.26216 0.00
C 1.22325 -0.09732 -0.15106 0.08
C -0.88120 -0.55466 0.46495 0.00
H -1.64137 -0.95993 1.12611 0.00
```

Record 7
This record from OMol25 describes C47H64IN2O2P3ReSi as an isolated structure. The level of theory is ωB97M-V with the def2-TZVPD basis set.

Orbital gap (spin up / spin down)   7.1 / 5.9 eV
E_HOMO (spin up / spin down)   -0.4613 / -0.4631 Eh
2S+1   4
LUMO level (spin up / spin down)   -0.2013 / -0.2448 hartree
Calculated total energy   -3778.468822 Eh
Total charge   +2

```
121
Properties=species:S:1:pos:R:3:mulliken_spin:R:1
Re 0.01693 0.90841 0.27684 2.32
I -0.20092 7.30466 -0.04333 0.00
P 2.24650 0.43058 1.48954 0.23
P 0.02932 -1.87321 -2.39872 -0.05
P -2.03191 0.66292 1.75712 -0.03
Si -0.18963 -1.54785 0.70886 0.06
O 1.46484 1.10507 -1.22741 0.10
O -1.23361 1.29046 -1.21229 0.12
N 0.14574 3.15056 0.73062 0.03
N 0.59740 3.66425 1.88844 0.00
C -1.03885 1.99007 -2.32924 0.01
C 1.83792 -3.52678 0.56052 -0.02
C -1.28121 -2.78656 -0.19659 0.03
C -4.13947 0.96867 -0.10713 0.00
C -4.14379 1.69081 3.31571 0.00
C 3.34850 -0.03578 4.07967 0.00
C -1.71436 -4.14431 -2.14975 0.00
C -1.08944 -3.04386 -1.56362 0.01
C 3.65576 1.37427 0.69877 -0.02
C -1.54973 -1.55557 5.19669 0.00
C -2.76565 2.05524 2.73536 0.00
C 3.34460 2.85605 0.46125 0.01
C -0.16841 4.20322 -0.02473 0.00
C -0.77126 -1.61340 2.51014 0.02
C 2.38056 0.85358 3.29561 -0.05
C -2.86911 3.40247 2.01696 -0.01
C -2.14548 -3.61098 0.53239 -0.01
C -1.94292 -2.01878 -4.56693 0.00
C 0.58871 5.00630 1.87996 0.02
C -2.17941 2.42413 -3.01647 0.02
C -0.75279 -2.59209 4.72507 0.00
C -4.28072 -1.07661 1.35998 0.00
C -0.05830 -0.36857 -4.76220 0.00
C 2.69089 -2.16868 -3.17899 0.02
C 3.87675 -1.88856 1.45833 -0.01
C -3.34307 -0.08401 0.66767 0.02
C 2.76169 1.89457 -2.99443 0.00
C -0.96705 -1.13664 -3.79327 0.02
C 1.57176 -2.17691 0.79523 0.04
C 1.12328 -3.76128 -4.34463 0.00
C 1.38426 -2.96157 -3.07025 0.04
C 0.31517 3.11716 -4.01395 0.00
C 3.10507 -4.05201 0.75691 0.00
C 0.23561 2.30415 -2.85988 0.00
C -2.55437 -4.96086 -1.40910 0.00
C -2.06451 3.21076 -4.14107 0.00
C 1.03230 0.85441 4.01331 0.10
C 2.60855 -1.34471 1.23630 -0.07
C 5.00047 1.34510 1.43726 0.00
C 1.44049 1.74501 -2.30874 0.04
C 4.12508 -3.22904 1.21351 0.00
C 0.09868 5.39656 0.65177 0.01
C -2.78408 -4.68367 -0.06966 0.00
C -0.36728 -2.61699 3.39358 -0.02
C -1.58888 -0.59005 2.99461 0.01
C -1.97331 -0.55565 4.33522 0.00
C -0.81027 3.58615 -4.63849 0.01
H 2.86697 -1.56440 -2.28529 0.00
H 0.27314 1.45894 3.50742 -0.02
H -0.59179 0.48436 -5.18633 0.00
H -2.57231 0.24877 4.73419 0.00
H 1.98560 -4.39511 -4.56064 0.00
H 0.63565 -0.15690 4.09037 0.00
H -2.96196 3.54547 -4.64484 0.00
H -1.56635 -0.39749 -3.25200 0.00
H -3.77376 -1.70933 2.08693 0.00
H -4.65072 0.47971 -0.93812 0.00
H 3.31393 3.40149 1.40627 0.00
H -3.03322 -5.80956 -1.87866 0.00
H -2.66821 -2.50457 -3.91783 0.00
H 3.29528 -5.10029 0.56859 0.00
H -3.32773 3.30922 1.03327 0.00
H -4.23542 0.65957 3.64383 0.00
H 0.25777 -4.41513 -4.26081 0.00
H -1.90827 3.89397 1.90723 0.00
H 0.24941 -1.00049 -5.59417 0.00
H -1.83837 -1.52307 6.23856 0.00
H 3.53586 -2.84833 -3.30036 0.00
H 3.76536 0.86975 -0.26390 0.00
H -3.50967 1.75360 -0.51748 0.00
H 1.50626 -3.67458 -2.24655 0.00
H -2.06024 2.15873 3.56760 0.00
H -4.33895 2.33433 4.17458 0.00
H 0.91614 5.58135 2.72954 0.00
H -3.14791 2.13235 -2.63741 0.00
H 0.85003 0.00464 -4.28682 0.00
H 1.15610 1.24234 5.02561 0.00
H -3.44647 -5.31308 0.50967 0.00
H 3.44415 1.13555 -2.62036 0.00
H 1.03918 -4.17575 0.21944 0.00
H 0.27658 -3.41620 3.04480 0.00
H 0.97961 -3.11118 -5.20641 0.00
H -4.92887 1.88186 2.58766 0.00
H 4.93367 1.83836 2.40700 0.00
H 1.28664 3.37953 -4.40801 0.00
H 4.68598 -1.28621 1.83339 0.00
H 2.99785 -1.06818 4.08413 0.00
H -0.42295 -3.37048 5.40010 0.00
H 5.43193 0.36028 1.57143 0.00
H -0.73303 4.21840 -5.51055 0.00
H 4.36469 -0.01861 3.69747 0.00
H 5.71359 1.91768 0.84233 0.00
H 3.37792 0.30809 5.11441 0.00
H 2.68444 1.82497 -4.07583 0.00
H 2.41885 3.04288 -0.07302 0.01
H -4.90483 1.42517 0.51710 0.00
H 3.16942 2.87980 -2.74862 0.00
H 5.11515 -3.62891 1.38492 0.00
H -5.10133 -0.56586 1.86085 0.00
H -1.42109 -2.78451 -5.14262 0.00
H -2.30995 -3.43359 1.58688 0.00
H -0.58447 4.08109 -1.01000 0.01
H -2.74274 -0.64170 -0.05767 0.00
H 4.16258 3.29023 -0.11496 0.00
H 0.87376 3.05186 2.63954 -0.01
H 2.78487 1.87601 3.28249 0.00
H -2.49800 -1.40195 -5.27733 0.00
H -3.50520 4.06213 2.60814 0.00
H -1.55896 -4.36722 -3.19463 0.00
H -4.71423 -1.73132 0.60260 0.00
H 2.68157 -1.50913 -4.04950 0.00
```

Record 8
This record from OMol25 describes C6H10O2 as an isolated structure in a non-equilibrium geometry. The level of theory is ωB97M-V with the def2-TZVPD basis set.

Orbital gap   9.7 eV
E_HOMO   -0.3379 Eh
2S+1   1
LUMO level   0.0204 hartree
Calculated total energy   -385.024202 Eh

```
18
Properties=species:S:1:pos:R:3:lowdin_charge:R:1
O -2.06488 -1.08509 1.83861 0.11
O 1.03778 -1.08213 1.71390 0.00
C 0.95606 1.23941 -0.63973 -0.04
C -1.32924 -0.38756 1.15887 -0.34
C -1.54696 0.48836 -0.08331 -0.01
C -0.08683 0.04351 -0.31130 -0.45
C 0.19449 -0.02666 1.26861 -0.23
C 0.18077 -1.15971 -1.19436 -0.03
H 0.52411 1.81641 -1.46277 0.07
H 0.09273 -0.89745 -2.25439 0.09
H -0.52449 -1.96759 -0.97131 0.09
H 0.34468 0.90766 1.81938 0.16
H 1.94333 -0.73329 1.68965 0.10
H -2.26651 0.09684 -0.80423 0.12
H -1.72105 1.54889 0.12307 0.13
H 1.19523 1.97495 0.13489 0.07
H 1.88416 0.78318 -0.99378 0.07
H 1.18664 -1.55970 -1.03177 0.09
```

> Among the records above, which one has the highest 2S+1?

C47H64IN2O2P3ReSi

> Which value of 2S+1 does entry 1 give?

1

> Among the records above, which one has the highest calculated total energy?

C6H12NO

> What is the calculated total energy in the fourth record?

-724.009295 Eh